The molecule C4H5ClO3 in a non-equilibrium geometry. Source: OMol25; level of theory: ωB97M-V with the def2-TZVPD basis set.

Output
LUMO level: 0.016 hartree
HOMO: -9.4 eV
SMILES: CO/C=C(\Cl)C(=O)O
Gap between HOMO and LUMO: 9.878 eV
Net charge: 0
M: 136.5 g/mol

Last columns: bonded neighbours and bond lengths (Å).
CARTESIAN COORDINATES (ANGSTROEM)
1 C 2.569 -0.133 -0.005  O2 1.395, H9 1.085, H10 1.085, H11 1.096
2 O 1.375 0.589 -0.014  C1 1.395, C3 1.345
3 C 0.236 -0.126 0.014  O2 1.345, C4 1.351, H12 1.090
4 C -0.997 0.424 -0.031  C3 1.351, Cl5 1.763, C6 1.449
5 Cl -1.151 2.180 0.001  C4 1.763
6 C -2.158 -0.444 -0.027  C4 1.449, O7 1.204, O8 1.375
7 O -2.074 -1.644 0.012  C6 1.204
8 O -3.383 0.179 -0.015  C6 1.375, H13 0.970
9 H 3.364 0.603 -0.056  C1 1.085
10 H 2.687 -0.744 0.883  C1 1.085
11 H 2.555 -0.818 -0.860  C1 1.096
12 H 0.325 -1.212 0.021  C3 1.090
13 H -3.347 1.145 0.077  O8 0.970

The molecule C4H5ClSi in a non-equilibrium geometry. Source: OMol25; level of theory: ωB97M-V with the def2-TZVPD basis set.

Output
LUMO level (alpha / beta): -0.039 / -0.040 hartree
HOMO (alpha / beta): -9.6 / -8.5 eV
Gap between HOMO and LUMO (alpha / beta): 8.500 / 7.405 eV
Net charge: 0
M: 116.6 g/mol

Last columns: bonded neighbours and bond lengths (Å).
CARTESIAN COORDINATES (ANGSTROEM)
1 C -0.519 0.679 -1.203  C2 1.364, C3 1.369, H7 1.031
2 C 0.842 0.749 -1.242  C1 1.364, H8 1.157
3 C -1.184 0.044 -0.189  C1 1.369, Si5 1.828, H9 1.047
4 C 1.382 0.024 0.875  Si5 1.855, H10 1.203
5 Si -0.243 -0.840 1.104  C3 1.828, C4 1.855, Cl6 2.046, H11 1.570
6 Cl -0.873 -0.669 3.043  Si5 2.046
7 H -1.026 1.154 -1.965  C1 1.031
8 H 1.416 1.626 -1.731  C2 1.157
9 H -2.207 0.264 -0.218  C3 1.047
10 H 2.341 -0.671 0.661  C4 1.203
11 H 0.070 -2.361 0.866  Si5 1.570

Result set for relative energy (zero: lowest compared OMol25 entry of this formula, charge and spin): 0.7500; 5.3016 eV, one per record in the order listed.